71
Properties=species:S:1:pos:R:3:forces:R:3:lowdin_charge:R:1 method="wB97M-V/def2-TZVPD" total_charge=-1
C 0.813 -5.963 -2.604 0.593 0.811 0.414 -0.059
C 1.225 -4.830 -1.647 0.001 -0.043 1.067 -0.155
N 0.489 -3.598 -2.035 -1.177 0.884 0.262 -0.035
C -0.903 -3.413 -1.865 1.496 -0.106 0.032 -0.006
C -1.237 -2.190 -2.328 1.797 -0.008 -0.997 0.025
N -0.037 -1.609 -2.838 -0.825 -1.473 0.330 -0.048
C 0.943 -2.485 -2.609 -0.648 0.058 -0.057 -0.041
C 0.117 -0.391 -3.654 0.119 0.734 0.069 0.004
H 1.020 -5.595 -3.612 -0.395 -0.378 -0.075 0.067
H -0.230 -6.150 -2.412 -0.563 -0.069 -0.436 0.064
H 1.322 -6.906 -2.422 0.336 0.122 0.147 0.074
H 2.303 -4.581 -1.679 -0.595 -0.194 -0.061 0.127
H 0.962 -5.073 -0.557 0.370 0.487 -1.538 0.141
H -1.416 -4.222 -1.401 -0.681 -0.036 0.094 0.121
H -2.186 -1.751 -2.510 -0.458 0.404 0.172 0.130
H 1.959 -2.285 -2.820 0.717 0.038 -0.341 0.157
H 0.173 0.455 -2.949 0.070 -0.275 -0.558 0.086
H -0.690 -0.215 -4.378 -0.160 -0.600 0.630 0.109
H 1.003 -0.454 -4.309 -0.211 -0.214 0.763 0.101
C -1.378 1.943 3.120 -1.020 -0.359 -1.178 -0.045
C -2.388 0.863 3.539 -0.088 1.340 2.207 -0.086
N -3.704 1.558 3.867 0.552 0.066 1.143 -0.034
C -4.846 1.407 3.179 -2.022 -0.892 -0.008 -0.008
C -5.865 2.044 3.885 0.998 -0.274 -0.895 0.016
N -5.252 2.625 4.984 -0.074 0.076 -0.078 -0.096
C -3.954 2.299 4.959 -0.090 -0.395 -1.354 -0.028
C -5.814 3.602 5.933 -0.656 -1.227 0.296 0.017
H -1.112 2.656 3.865 0.193 0.208 1.052 0.060
H -1.876 2.528 2.340 0.154 -0.184 -0.142 0.086
H -0.479 1.541 2.678 0.172 -0.343 0.035 0.074
H -2.130 0.314 4.497 -0.069 0.484 -1.292 0.145
H -2.672 0.193 2.768 0.209 -0.689 -0.833 0.094
H -4.853 0.738 2.308 -0.265 0.685 0.453 0.140
H -6.916 2.173 3.619 0.552 -0.035 0.347 0.135
H -3.162 2.644 5.567 0.250 0.328 0.838 0.153
H -6.559 3.180 6.645 1.059 -0.370 -0.213 0.108
H -6.446 4.297 5.425 0.271 0.862 -0.726 0.086
H -4.950 4.027 6.419 -0.240 0.480 0.356 0.092
C 1.601 1.648 0.150 -0.573 -1.564 -0.080 0.046
C 2.493 0.897 -0.767 0.339 0.523 0.502 -0.364
O 2.212 0.117 -1.615 0.912 0.161 0.260 0.150
N 3.954 1.345 -0.462 0.129 -2.130 -0.649 0.080
H 3.924 2.339 -0.563 0.267 1.625 -0.238 0.077
H 4.154 1.157 0.535 -0.302 -0.301 -0.349 0.155
C 5.011 0.685 -1.329 -0.994 -0.042 0.957 0.030
H 1.957 2.654 0.233 -0.084 0.618 0.311 0.083
H 1.636 1.077 1.093 0.263 0.467 0.056 0.109
H 0.578 1.530 -0.206 -0.026 0.384 -0.075 0.088
H 4.642 0.802 -2.341 0.247 -0.238 -0.189 0.094
H 5.955 1.205 -1.184 -0.128 -0.019 0.007 0.101
H 5.058 -0.364 -0.978 0.070 0.630 -0.467 0.101
B 4.281 -0.622 2.646 -0.448 -1.046 0.155 -1.073
F 3.544 0.429 3.279 0.911 -0.278 -1.040 0.059
F 5.693 -0.528 2.770 -1.344 0.383 -0.259 0.078
F 3.816 -1.827 3.223 0.379 0.465 -0.463 0.072
F 3.934 -0.685 1.170 0.385 0.475 1.600 -0.017
B -3.216 0.649 -0.015 -0.008 -1.138 -0.019 -1.087
F -1.774 0.638 0.042 -1.394 0.462 -0.216 0.056
F -3.745 0.767 -1.332 0.801 0.069 1.450 0.080
F -3.636 -0.633 0.559 0.137 1.091 -0.296 0.014
F -3.759 1.664 0.867 0.743 -0.331 -1.033 0.033
B 0.303 -3.423 -5.956 0.111 -0.119 0.959 -1.211
F -0.181 -3.629 -7.208 -0.889 -0.541 -0.743 0.147
F 1.079 -4.561 -5.530 -0.400 0.631 0.078 0.043
F 1.117 -2.286 -6.035 0.298 0.313 0.756 0.090
F -0.760 -3.197 -4.965 0.929 -0.303 -0.967 0.037
B 3.763 4.631 -1.412 0.836 -1.102 -0.723 -1.148
F 2.925 3.719 -2.097 -0.581 -0.022 0.062 0.084
F 3.923 4.001 -0.091 0.076 0.751 -0.372 0.019
F 5.015 4.530 -2.114 -0.681 0.597 0.943 0.054
F 3.231 5.898 -1.338 0.348 -0.374 0.160 0.144



The following is a quantum chemistry calculation of C6H6 in the gas phase in a non-equilibrium geometry, from the Open Molecules 2025 dataset.

XYZ file:
```
12
Properties=species:S:1:pos:R:3:forces:R:3:nbo_charge:R:1
C 2.765 1.588 0.151 -0.128 0.420 -0.854 -0.234
C 1.812 0.894 -0.151 0.340 0.472 0.320 -0.036
C 0.712 0.007 -0.476 0.728 -0.208 0.557 -0.266
C -0.494 -0.007 0.104 -0.444 0.420 0.057 -0.159
C -1.484 -1.045 -0.152 0.634 -0.283 -0.414 -0.234
C -2.656 -1.125 0.452 -2.352 -0.124 0.755 -0.360
H 3.582 2.339 0.172 -1.107 -1.190 0.254 0.250
H 0.973 -0.831 -1.127 -0.094 0.305 -0.032 0.221
H -0.833 0.742 0.825 0.466 0.034 -0.181 0.211
H -1.182 -1.815 -0.865 -0.081 -0.019 0.240 0.204
H -3.372 -1.988 0.327 1.065 0.977 -0.155 0.206
H -3.105 -0.321 1.099 0.971 -0.806 -0.546 0.197
```
Positions in Å, forces in eV/Å.



The following is a quantum chemistry calculation of C6H12O in the gas phase in a non-equilibrium geometry, from the Open Molecules 2025 dataset.

XYZ file:
```
19
Properties=species:S:1:pos:R:3:forces:R:3:nbo_charge:R:1
C -2.209 0.003 0.940 -0.043 -0.086 0.084 -0.606
C -1.201 0.940 0.291 0.039 -0.124 0.078 -0.422
C -0.539 0.306 -0.919 0.580 -0.944 0.891 -0.297
C 0.851 0.752 -1.214 0.462 0.024 -0.154 -0.427
C 0.869 -0.611 -0.651 0.849 0.234 0.237 -0.216
C 1.348 -0.958 0.715 -0.236 0.041 0.134 -0.089
O 2.756 -0.850 0.798 0.363 0.255 0.248 -0.707
H -2.964 -0.305 0.209 0.082 0.034 0.136 0.211
H -2.715 0.473 1.788 0.037 -0.064 -0.098 0.211
H -1.707 -0.901 1.305 -0.102 0.078 -0.014 0.196
H -0.457 1.277 1.031 -0.128 -0.070 -0.068 0.181
H -1.714 1.862 -0.027 0.167 -0.273 -0.107 0.216
H -0.643 -0.810 -1.006 -1.725 0.695 -1.405 0.292
H 1.206 0.907 -2.225 -0.006 0.025 -0.024 0.217
H 1.221 1.495 -0.504 -0.260 0.104 -0.262 0.208
H 1.070 -1.374 -1.415 -0.490 0.116 0.370 0.219
H 0.842 -0.324 1.457 0.185 -0.058 -0.004 0.165
H 1.108 -2.000 0.958 0.054 0.203 -0.080 0.187
H 2.963 0.064 0.562 0.173 -0.192 0.038 0.461
```
Positions in Å, forces in eV/Å.



The following is a quantum chemistry calculation of C22H27NO2 in the gas phase, from the Open Molecules 2025 dataset.

XYZ file:
```
52
Properties=species:S:1:pos:R:3:forces:R:3:nbo_charge:R:1
C -3.381 -2.186 -1.551 -0.156 0.182 0.203 -0.598
C -3.529 -0.972 -0.635 0.327 -0.129 -0.197 -0.211
C -3.380 0.312 -1.453 -0.301 -0.099 0.231 -0.390
C -3.641 1.595 -0.655 0.096 0.148 -0.242 -0.500
C -2.412 2.073 0.089 -0.428 0.096 -0.029 0.693
O -1.835 3.098 -0.233 0.159 0.263 -0.272 -0.645
N -1.982 1.305 1.118 0.211 0.059 0.193 -0.455
C -0.783 1.703 1.826 0.329 0.167 0.074 -0.217
C 0.421 0.808 1.517 -0.202 0.092 -0.114 -0.446
C 0.796 0.816 0.018 -0.176 0.334 0.253 0.046
O 0.665 -0.480 -0.552 0.168 -0.202 -0.255 -0.527
C 1.433 -1.517 -0.108 -0.025 -0.297 0.019 0.380
C 1.100 -2.767 -0.631 -0.058 0.233 -0.018 -0.279
C 1.808 -3.892 -0.261 -0.004 -0.008 0.002 -0.195
C 2.859 -3.791 0.637 0.121 -0.089 0.069 -0.249
C 3.191 -2.553 1.155 0.016 -0.133 0.016 -0.177
C 2.488 -1.417 0.792 -0.134 0.277 -0.004 -0.330
C 2.126 1.475 -0.289 -0.033 -0.061 -0.163 0.037
C 2.498 2.643 0.368 -0.048 -0.119 -0.032 -0.237
C 3.697 3.264 0.070 0.058 0.104 0.029 -0.209
C 4.539 2.733 -0.892 0.078 0.062 -0.006 -0.208
C 4.164 1.586 -1.568 0.033 -0.004 -0.049 -0.208
C 2.962 0.966 -1.275 -0.076 -0.003 -0.048 -0.229
C -2.630 0.077 1.521 -0.086 -0.390 -0.120 -0.215
C -2.502 -1.053 0.495 -0.370 0.062 0.131 -0.417
H -4.130 -2.166 -2.340 -0.058 -0.040 -0.122 0.208
H -3.500 -3.109 -0.988 0.010 -0.136 0.018 0.208
H -2.397 -2.189 -2.013 0.148 -0.028 -0.084 0.203
H -4.534 -0.988 -0.196 0.004 0.050 0.013 0.188
H -4.091 0.273 -2.281 0.053 0.006 -0.040 0.212
H -2.377 0.354 -1.884 0.057 -0.026 -0.107 0.208
H -4.474 1.448 0.036 -0.059 -0.004 0.013 0.212
H -3.907 2.400 -1.342 0.046 -0.012 0.171 0.241
H -0.572 2.731 1.522 -0.029 -0.120 0.153 0.242
H -0.982 1.684 2.904 0.002 0.036 -0.077 0.195
H 1.261 1.136 2.131 -0.003 -0.076 0.045 0.220
H 0.187 -0.220 1.804 0.065 0.007 0.027 0.222
H 0.032 1.389 -0.525 0.121 -0.096 0.137 0.232
H 0.281 -2.830 -1.331 -0.105 0.008 -0.082 0.218
H 1.538 -4.852 -0.676 -0.029 -0.075 -0.038 0.214
H 3.413 -4.670 0.927 0.050 -0.070 0.024 0.213
H 4.011 -2.461 1.853 0.062 0.012 0.053 0.212
H 2.778 -0.462 1.201 0.009 0.056 0.034 0.227
H 1.844 3.081 1.106 -0.074 0.048 0.119 0.209
H 3.973 4.170 0.590 0.022 0.074 0.038 0.213
H 5.477 3.217 -1.120 0.074 0.040 -0.012 0.211
H 4.806 1.171 -2.331 0.059 -0.034 -0.056 0.213
H 2.674 0.079 -1.818 -0.029 -0.069 -0.004 0.221
H -2.166 -0.235 2.459 -0.068 0.075 -0.037 0.211
H -3.690 0.266 1.729 0.075 -0.056 0.095 0.197
H -1.500 -1.037 0.066 0.081 -0.055 0.040 0.224
H -2.630 -2.005 1.014 0.018 -0.064 0.005 0.208
```
Positions in Å, forces in eV/Å.



50
Properties=species:S:1:pos:R:3:forces:R:3:nbo_charge:R:1 method="wB97M-V/def2-TZVPD" total_charge=+1
C 2.194 -0.252 0.423 0.908 -2.054 -1.946 -0.086
O 1.631 -1.133 1.322 -0.353 0.347 2.158 -0.760
C 1.139 0.340 -0.488 -0.362 0.948 2.135 -0.051
C 1.666 1.529 -1.251 -0.795 1.004 0.567 -0.443
C 0.559 1.981 -2.204 0.915 2.651 -1.329 -0.243
N -0.616 2.452 -1.525 0.936 -0.713 0.252 -0.884
N 0.119 0.875 0.579 -2.301 -1.823 -1.546 -0.748
H 2.728 0.488 0.985 -0.039 0.790 0.365 0.191
H 2.984 -0.776 -0.151 -0.382 0.358 -0.170 0.205
H 1.408 -2.015 1.068 0.147 -0.826 -0.982 0.510
H 0.598 -0.356 -1.174 0.726 0.442 1.197 0.238
H 2.021 2.424 -0.625 -0.857 -1.386 -0.358 0.220
H 2.568 1.194 -1.698 0.705 -0.332 -1.108 0.240
H 0.937 2.889 -2.761 -0.142 -0.938 0.402 0.205
H 0.284 1.293 -2.986 0.434 -0.431 0.086 0.221
H -0.848 3.403 -1.582 -0.351 0.883 -0.047 0.406
H -1.349 1.821 -1.351 -0.855 -0.166 -0.212 0.338
H -0.863 0.942 0.136 1.909 0.951 1.053 0.471
H 0.499 1.695 1.023 -0.204 0.875 -0.152 0.446
H -0.109 0.222 1.338 0.997 -0.502 0.096 0.456
H -2.125 0.566 -2.520 -1.042 -0.101 -0.842 0.504
H -1.927 0.000 -4.092 -1.103 0.252 0.282 0.511
O -1.579 0.245 -3.237 1.524 -0.486 0.369 -0.993
H 0.119 -0.936 3.843 0.087 -0.098 -0.033 0.476
H 1.502 -0.394 3.409 -0.990 0.053 0.124 0.491
O 0.594 -0.119 3.665 0.616 0.210 -0.069 -0.963
H 0.157 3.563 2.397 -0.351 0.244 0.717 0.480
H 1.601 4.157 2.564 0.037 0.313 0.470 0.501
O 1.074 3.471 2.163 0.340 -0.699 -0.900 -0.962
H -2.807 2.127 0.507 -0.442 0.109 0.211 0.499
H -3.457 0.680 0.561 -0.496 -0.023 0.400 0.508
O -2.739 1.212 0.233 0.912 -0.137 -0.705 -0.975
H 0.971 -4.766 -0.830 0.161 -0.087 -0.363 0.476
H 0.842 -4.148 0.548 0.626 0.269 -1.021 0.500
O 1.288 -4.002 -0.343 -0.523 -0.112 1.382 -0.993
H 0.779 -1.318 -4.008 0.093 0.139 0.718 0.483
H 0.015 -0.707 -2.818 -0.394 0.060 -0.589 0.485
O 0.858 -1.109 -3.058 0.311 -0.619 -0.648 -0.976
H -1.345 -2.989 -1.683 -0.190 0.024 0.236 0.482
H -0.215 -2.567 -0.805 -0.013 -0.421 0.344 0.505
O -1.171 -2.744 -0.762 0.004 0.282 -0.934 -0.987
H -1.426 4.972 0.768 0.652 -0.216 -1.029 0.466
H 0.037 4.607 0.837 -0.204 -0.193 -0.998 0.480
O -0.713 4.582 0.201 -0.692 0.900 2.076 -0.954
H -1.143 -3.901 1.627 1.308 0.427 0.709 0.504
H -0.161 -4.128 2.853 -0.122 -0.147 -0.002 0.489
O -0.201 -3.855 1.934 -0.369 -0.404 -0.403 -0.983
H -2.460 -2.786 0.685 -0.029 0.060 -0.450 0.499
H -2.986 -2.946 2.147 -0.170 0.200 -0.226 0.473
O -2.383 -2.449 1.580 -0.576 0.121 0.714 -0.961



The following is a quantum chemistry calculation of C6H13N in the gas phase, from the Open Molecules 2025 dataset.

XYZ file:
```
20
Properties=species:S:1:pos:R:3:forces:R:3:nbo_charge:R:1
C 3.010 -0.431 -0.182 0.107 0.016 0.002 -0.606
C 1.513 -0.596 -0.002 0.003 -0.060 0.053 -0.399
C 0.689 0.524 -0.606 0.077 -0.046 -0.036 -0.211
N -0.692 0.113 -0.506 0.012 -0.146 -0.219 -0.419
C -1.722 1.084 -0.730 -0.198 0.137 -0.194 -0.255
C -1.556 0.434 0.611 -0.037 -0.094 0.060 -0.081
C -2.474 -0.710 0.996 -0.046 0.011 -0.032 -0.610
H 3.359 0.508 0.261 0.016 -0.127 -0.047 0.200
H 3.272 -0.420 -1.247 0.009 0.006 0.157 0.202
H 3.550 -1.256 0.292 0.011 0.136 -0.077 0.212
H 1.156 -1.517 -0.477 0.165 0.031 0.120 0.209
H 1.247 -0.671 1.061 0.122 -0.025 -0.098 0.193
H 0.894 0.614 -1.682 0.110 -0.005 0.157 0.192
H 0.940 1.509 -0.158 -0.283 -0.245 0.075 0.162
H -2.516 0.738 -1.390 -0.071 0.174 0.162 0.193
H -1.395 2.108 -0.921 -0.157 -0.083 0.355 0.190
H -1.164 1.019 1.452 0.031 0.020 -0.445 0.194
H -3.367 -0.379 1.536 0.156 0.051 -0.070 0.207
H -2.787 -1.217 0.078 -0.018 0.044 0.148 0.216
H -1.956 -1.453 1.616 -0.009 0.203 -0.072 0.211
```
Positions in Å, forces in eV/Å.



In order of appearance, total energy = -71752.4609 -6315.9766 -8460.8968 -28838.0820 -30179.9325 -7921.8012 eV.
In order of appearance, energy relative to the best compared isomer or geometry (same formula, charge and spin) = 0.00 311.03 333.56 54.69 381.82 99.56 kJ/mol.